Computed, not measured: C49H54AsFIrN7O3S as an isolated structure in a non-equilibrium geometry, with the ωB97M-V functional and the def2-TZVPD basis.

```
117
Properties=species:S:1:pos:R:3:lowdin_charge:R:1
Ir 2.01 0.26 -1.72 1.143
C -1.61 1.49 -5.36 -0.005
N -0.42 0.65 -5.55 -0.096
C -0.06 0.00 -6.72 -0.009
C 1.09 -0.63 -6.48 -0.020
N 1.45 -0.36 -5.15 0.016
C 0.51 0.46 -4.61 -0.635
S 0.38 1.17 -3.07 0.726
C 2.64 -0.87 -4.57 -0.228
C 3.26 -1.93 -5.18 0.024
C 4.54 -2.28 -4.77 -0.003
C 5.16 -1.54 -3.79 -0.022
C 4.43 -0.57 -3.15 -0.100
N 3.16 -0.24 -3.49 0.005
H -2.18 1.47 -6.29 0.101
H -1.31 2.51 -5.13 0.093
H -2.21 1.08 -4.55 0.088
H -0.67 0.04 -7.61 0.141
H 1.71 -1.21 -7.15 0.129
H 2.77 -2.49 -5.96 0.120
H 5.04 -3.12 -5.24 0.131
H 6.17 -1.75 -3.47 0.129
H 4.83 -0.03 -2.32 0.109
C 3.73 3.31 5.35 -0.053
C 2.82 2.14 5.02 -0.170
N 2.43 2.12 3.60 -0.005
C 3.21 1.45 2.74 0.056
C 2.94 1.28 1.41 -0.044
C 3.95 0.50 0.63 -0.547
O 5.00 0.21 1.16 0.102
O 3.68 0.22 -0.63 -0.234
C 1.74 1.80 0.88 -0.295
O 1.32 1.64 -0.30 -0.198
C 0.94 2.62 1.78 -0.054
C -0.22 3.25 1.31 0.104
C -0.98 4.00 2.15 -0.181
F -2.11 4.55 1.67 0.077
C -0.63 4.20 3.50 -0.126
C 0.52 3.58 3.96 0.061
C 1.30 2.77 3.13 -0.107
N -1.38 5.03 4.38 -0.091
C -1.72 4.54 5.71 -0.120
C -1.46 5.67 6.72 -0.065
N -1.63 6.98 5.98 0.062
C -2.78 6.91 5.03 -0.068
C -2.39 5.96 3.88 -0.124
H 4.00 3.29 6.41 0.088
H 3.26 4.27 5.13 0.074
H 4.66 3.25 4.77 0.088
H 1.91 2.16 5.62 0.114
H 3.31 1.19 5.23 0.131
H 4.11 1.00 3.14 0.161
H -0.52 3.10 0.28 0.148
H 0.83 3.77 4.98 0.109
H -1.12 3.67 5.97 0.128
H -2.76 4.23 5.75 0.140
H -0.45 5.65 7.12 0.136
H -2.18 5.65 7.54 0.140
H -0.78 7.15 5.44 0.184
H -1.74 7.75 6.64 0.188
H -3.01 7.90 4.66 0.142
H -3.63 6.54 5.60 0.139
H -1.97 6.53 3.05 0.137
H -3.30 5.47 3.52 0.136
C -5.41 -2.10 -4.89 -0.041
C -4.24 -1.82 -3.99 -0.262
C -4.40 -1.22 -2.74 -0.015
C -3.33 -1.01 -1.89 -0.302
C -3.61 -0.36 -0.55 -0.083
C -2.03 -1.42 -2.27 -0.321
As -0.71 -1.01 -0.87 1.299
N 1.00 -1.43 -1.46 -0.413
C 1.65 -2.67 -1.48 -0.354
C 0.90 -3.85 -1.61 -0.060
C 1.52 -5.09 -1.69 -0.069
C 2.91 -5.20 -1.62 -0.098
C 3.65 -4.05 -1.46 -0.086
C 3.04 -2.80 -1.37 -0.062
C -0.97 -2.41 0.53 -0.261
C -0.26 -2.14 1.71 -0.280
C 0.60 -0.92 1.86 -0.083
C -0.33 -3.00 2.79 -0.015
C -1.09 -4.16 2.76 -0.258
C -1.16 -5.10 3.93 -0.041
C -1.78 -4.43 1.59 -0.016
C -1.74 -3.60 0.47 -0.256
C -2.55 -4.10 -0.70 -0.045
C -1.84 -1.96 -3.55 -0.275
C -0.51 -2.42 -4.11 -0.050
C -2.95 -2.15 -4.37 -0.021
H -6.35 -1.80 -4.42 0.077
H -5.48 -3.16 -5.12 0.086
H -5.33 -1.56 -5.83 0.082
H -5.39 -0.93 -2.42 0.118
H -4.67 -0.12 -0.46 0.079
H -3.03 0.56 -0.43 0.058
H -3.35 -1.02 0.28 0.069
H -0.18 -3.78 -1.68 0.073
H 0.91 -5.97 -1.80 0.109
H 3.38 -6.17 -1.69 0.102
H 4.73 -4.11 -1.36 0.107
H 3.64 -1.93 -1.18 0.068
H 0.04 -0.01 1.64 0.057
H 1.45 -0.96 1.19 0.068
H 0.98 -0.86 2.88 0.083
H 0.24 -2.77 3.69 0.112
H -0.54 -4.75 4.76 0.074
H -0.82 -6.10 3.65 0.086
H -2.19 -5.20 4.29 0.085
H -2.38 -5.34 1.53 0.127
H -2.42 -5.18 -0.79 0.089
H -2.28 -3.66 -1.65 0.040
H -3.61 -3.91 -0.54 0.097
H 0.31 -1.93 -3.62 0.032
H -0.49 -2.23 -5.18 0.072
H -0.37 -3.49 -3.96 0.093
H -2.79 -2.60 -5.35 0.126
```

Summary:
Total charge: +2
DFT total energy, Ha: -5346.32339
LUMO level, eV: -4.9
Gap between HOMO and LUMO, eV: 5.47

---

Computed, not measured: a 7-piece molecular cluster, C54H116N6O7 overall in a non-equilibrium geometry, with the ωB97M-V functional and the def2-TZVPD basis.

```
183
Properties=species:S:1:pos:R:3:lowdin_charge:R:1
C -14.14 -12.20 4.48 -0.017
C -13.48 -11.36 3.36 -0.475
C -13.54 -9.90 3.74 -0.045
C -11.97 -11.73 3.15 -0.095
C -11.65 -12.91 2.17 -0.214
C -12.35 -12.76 0.89 -0.155
C -13.91 -12.53 1.06 -0.430
C -14.43 -12.22 -0.34 -0.053
C -14.56 -13.88 1.58 -0.033
N -14.22 -11.47 2.06 -0.104
O -15.59 -11.24 2.05 -0.030
H -13.53 -12.14 5.39 0.081
H -15.10 -11.71 4.59 0.070
H -14.23 -13.27 4.30 0.070
H -14.58 -9.65 3.94 0.047
H -12.90 -9.64 4.58 0.098
H -13.43 -9.26 2.86 0.069
H -11.43 -10.87 2.74 0.105
H -11.37 -12.05 4.01 0.113
H -10.57 -12.81 2.05 0.106
H -11.70 -13.93 2.55 0.104
H -12.17 -13.62 0.24 0.121
H -11.87 -11.94 0.35 0.115
H -13.97 -11.31 -0.72 0.086
H -15.52 -12.30 -0.38 0.065
H -14.15 -12.97 -1.08 0.088
H -15.49 -13.79 2.14 0.069
H -13.93 -14.45 2.26 0.060
H -14.83 -14.66 0.86 0.072
H -15.75 -10.40 1.61 0.042
C -17.20 -3.66 4.97 -0.052
C -17.80 -5.07 4.47 -0.424
C -19.28 -4.78 4.24 -0.058
C -17.05 -5.26 3.04 -0.095
C -17.24 -6.72 2.50 -0.150
C -16.72 -7.75 3.60 -0.141
C -17.43 -7.58 4.95 -0.469
C -18.81 -8.27 4.86 -0.025
C -16.58 -8.44 5.95 -0.039
N -17.36 -6.14 5.44 -0.123
O -17.84 -6.04 6.70 -0.006
H -16.14 -3.78 5.16 0.073
H -17.33 -2.87 4.23 0.076
H -17.74 -3.33 5.86 0.069
H -19.54 -4.02 3.51 0.083
H -19.80 -5.63 3.80 0.057
H -19.84 -4.63 5.16 0.082
H -17.55 -4.63 2.30 0.096
H -16.02 -4.95 3.20 0.103
H -18.27 -6.98 2.25 0.094
H -16.78 -7.02 1.56 0.069
H -15.66 -7.58 3.78 0.104
H -16.75 -8.73 3.13 0.097
H -18.72 -9.35 4.71 0.080
H -19.60 -7.73 4.33 0.067
H -19.18 -8.14 5.87 0.072
H -15.55 -8.15 6.11 0.086
H -16.54 -9.43 5.50 0.069
H -17.18 -8.54 6.86 0.076
H -17.07 -5.65 7.12 0.113
C -18.47 -3.79 -2.01 -0.043
C -18.13 -5.19 -2.48 -0.499
C -18.32 -6.08 -1.23 -0.021
C -19.08 -5.69 -3.61 -0.108
C -18.77 -4.90 -4.89 -0.174
C -17.28 -5.06 -5.24 -0.160
C -16.19 -4.67 -4.19 -0.363
C -14.83 -5.29 -4.84 0.003
C -16.27 -3.08 -4.23 -0.025
N -16.71 -5.27 -2.87 -0.151
O -15.82 -5.17 -1.85 0.007
H -19.55 -3.80 -1.87 0.097
H -17.81 -3.34 -1.27 0.090
H -18.43 -3.02 -2.79 0.059
H -17.97 -5.57 -0.34 0.068
H -19.37 -6.31 -1.03 0.090
H -17.70 -6.96 -1.39 0.067
H -18.90 -6.74 -3.83 0.110
H -20.12 -5.61 -3.26 0.118
H -19.50 -5.16 -5.67 0.109
H -18.98 -3.83 -4.84 0.093
H -17.08 -4.52 -6.17 0.118
H -17.11 -6.12 -5.40 0.093
H -14.80 -4.94 -5.87 0.087
H -14.85 -6.38 -4.76 0.045
H -13.94 -4.89 -4.34 0.053
H -16.20 -2.73 -3.20 0.062
H -17.20 -2.64 -4.59 0.067
H -15.46 -2.65 -4.82 0.079
H -15.94 -4.23 -1.75 0.079
C -20.50 -9.59 0.48 -0.035
C -20.47 -11.13 0.86 -0.416
C -19.81 -11.23 2.30 0.005
C -22.04 -11.42 0.95 -0.167
C -22.64 -12.14 -0.15 -0.211
C -21.69 -13.10 -0.84 -0.138
C -20.31 -12.56 -1.31 -0.464
C -19.51 -13.80 -1.70 -0.036
C -20.47 -11.64 -2.55 -0.010
N -19.80 -11.88 -0.12 -0.125
O -18.42 -11.80 -0.03 -0.020
H -20.59 -8.97 1.38 0.075
H -19.51 -9.32 0.12 0.056
H -21.16 -9.24 -0.31 0.076
H -19.04 -10.49 2.48 0.064
H -20.58 -11.30 3.07 0.080
H -19.18 -12.12 2.36 0.072
H -22.30 -11.85 1.92 0.104
H -22.56 -10.49 1.19 0.114
H -23.61 -12.63 -0.11 0.126
H -22.73 -11.30 -0.84 0.101
H -22.17 -13.50 -1.73 0.121
H -21.74 -13.91 -0.12 0.121
H -19.74 -14.33 -2.63 0.090
H -19.73 -14.63 -1.04 0.079
H -18.43 -13.68 -1.62 0.071
H -21.25 -10.90 -2.39 0.071
H -20.60 -12.13 -3.51 0.086
H -19.61 -10.98 -2.66 0.056
H -18.20 -12.54 0.55 0.106
C -11.27 -8.13 -0.45 0.011
C -12.30 -6.95 -0.12 -0.495
C -13.63 -7.62 0.06 -0.047
C -11.96 -6.32 1.20 -0.180
C -10.80 -5.43 1.21 -0.191
C -11.08 -4.33 0.18 -0.158
C -11.47 -4.77 -1.25 -0.424
C -12.14 -3.47 -1.88 -0.021
C -10.11 -5.11 -1.99 -0.026
N -12.44 -5.91 -1.16 -0.060
O -12.82 -6.49 -2.41 -0.025
H -10.97 -8.77 0.39 0.077
H -11.67 -8.76 -1.25 0.072
H -10.43 -7.58 -0.87 0.057
H -13.51 -8.42 0.79 0.071
H -14.45 -6.97 0.35 0.087
H -13.89 -8.14 -0.87 0.072
H -12.74 -5.61 1.49 0.126
H -11.99 -6.98 2.07 0.126
H -10.69 -4.97 2.19 0.116
H -9.81 -5.86 1.01 0.110
H -10.22 -3.68 0.03 0.115
H -11.70 -3.53 0.59 0.109
H -12.76 -2.83 -1.25 0.075
H -12.69 -3.77 -2.77 0.052
H -11.39 -2.81 -2.32 0.072
H -9.51 -5.70 -1.30 0.064
H -9.62 -4.23 -2.40 0.074
H -10.28 -5.69 -2.90 0.073
H -13.65 -6.06 -2.65 0.042
C -13.89 -11.10 -6.78 -0.037
C -14.92 -10.09 -6.28 -0.434
C -14.49 -8.59 -6.45 -0.031
C -16.25 -10.33 -7.10 -0.133
C -17.44 -9.69 -6.42 -0.174
C -17.64 -10.42 -5.05 -0.133
C -16.45 -10.31 -4.06 -0.448
C -16.63 -9.01 -3.25 -0.029
C -16.56 -11.53 -3.07 -0.008
N -15.14 -10.31 -4.79 -0.116
O -13.96 -10.14 -4.02 0.002
H -13.76 -12.01 -6.20 0.089
H -14.12 -11.49 -7.77 0.071
H -12.94 -10.61 -7.02 0.076
H -15.23 -7.90 -6.03 0.049
H -13.53 -8.36 -5.98 0.077
H -14.22 -8.39 -7.48 0.085
H -16.08 -9.78 -8.02 0.114
H -16.50 -11.38 -7.27 0.122
H -17.38 -8.62 -6.25 0.097
H -18.35 -9.82 -7.00 0.108
H -17.94 -11.47 -5.11 0.107
H -18.52 -9.98 -4.58 0.097
H -16.02 -9.12 -2.36 0.052
H -17.63 -8.88 -2.82 0.076
H -16.21 -8.09 -3.65 0.069
H -16.65 -12.38 -3.74 0.082
H -17.48 -11.54 -2.48 0.056
H -15.61 -11.53 -2.53 0.056
H -13.90 -9.18 -4.04 0.070
O -16.64 -9.36 0.37 -0.031
H -17.21 -10.07 0.08 0.015
H -16.38 -8.92 -0.44 0.016
```

Summary:
SMILES: CC1(C)CCCC(C)(C)N1O.CC1(C)CCCC(C)(C)N1O.CC1(C)CCCC(C)(C)N1O.CC1(C)CCCC(C)(C)N1O.CC1(C)CCCC(C)(C)N1O.CC1(C)CCCC(C)(C)N1O.O
ΔE to the lowest compared entry with this formula, charge and spin, kcal/mol: 127.6
DFT total energy, Ha: -2981.82866
LUMO level, eV: 0.5
Gap between HOMO and LUMO, eV: 8.13

---

Computed, not measured: C5H38O15 as an isolated structure in a non-equilibrium geometry, with the ωB97M-V functional and the def2-TZVPD basis.

```
58
Properties=species:S:1:pos:R:3:lowdin_charge:R:1
C -0.13 -2.01 2.01 -0.197
O -1.06 -0.91 2.03 -0.106
C 1.09 -1.65 2.86 -0.150
C 2.43 -1.64 2.08 -0.175
C 2.93 -0.25 1.68 -0.217
C 2.99 0.75 2.54 0.010
H -0.53 -2.97 2.29 0.127
H 0.20 -2.04 0.97 0.076
H -1.96 -1.22 2.01 0.078
H 1.21 -2.37 3.66 0.106
H 0.93 -0.71 3.38 0.102
H 3.19 -2.13 2.70 0.116
H 2.30 -2.20 1.16 0.108
H 3.30 -0.17 0.67 0.089
H 3.34 1.77 2.45 0.060
H 2.75 0.62 3.60 0.069
H 0.75 -2.62 -2.69 0.049
H -0.03 -3.09 -3.84 0.047
O 0.67 -2.46 -3.64 -0.053
H -3.52 0.50 1.70 0.022
H -3.26 1.40 3.16 0.039
O -3.79 1.11 2.39 -0.074
H -4.47 2.02 0.63 -0.018
H -3.63 3.11 -0.04 0.025
O -4.13 2.30 -0.21 -0.086
H 2.60 0.21 -2.90 0.014
H 3.71 -0.08 -1.93 0.050
O 3.47 0.54 -2.64 -0.054
H 0.65 0.85 -0.38 0.047
H 1.64 -0.21 0.21 0.024
O 0.80 0.24 0.40 -0.068
H -1.36 0.36 3.14 0.011
H -0.74 1.74 3.14 0.047
O -1.41 1.23 3.62 -0.082
H 3.22 2.30 -3.15 0.039
H 1.84 2.75 -3.69 0.051
O 2.52 2.99 -3.05 -0.069
H -0.18 -0.03 -2.81 0.008
H 0.79 -0.69 -3.67 0.064
O 0.72 0.12 -3.12 -0.060
H -1.70 -1.52 -0.79 -0.131
H -0.26 -1.02 -0.23 0.032
O -0.74 -1.70 -0.75 -0.207
H -2.25 -0.96 -0.17 0.122
H -3.68 -1.64 -0.24 0.115
O -2.75 -1.82 -0.25 0.032
H -1.71 -2.26 -2.01 0.050
H -1.39 -3.28 -1.04 0.056
O -1.20 -3.07 -1.95 -0.100
H -1.17 2.14 1.19 0.018
H -1.13 2.83 -0.05 0.024
O -1.80 2.62 0.63 -0.065
H 1.39 2.88 -0.35 0.082
H 1.12 2.68 -1.91 0.012
O 0.75 2.59 -1.02 -0.071
H -0.44 0.96 -2.83 -0.069
H -1.63 1.97 -2.60 0.069
O -1.25 1.13 -2.35 -0.035
```

Summary:
ΔE to the lowest compared entry with this formula, charge and spin, kcal/mol: 234.4
DFT total energy, Ha: -1341.56904
LUMO level, eV: 0.0
Gap between HOMO and LUMO, eV: 9.09